# 1
# C49H101N6O30P7S

A cluster of 14 separate species, C49H101N6O30P7S in total at a distorted geometry (ωB97M-V with the def2-TZVPD basis set, the OMol25 dataset).

```
! RIJCOSX wB97M-V def2-TZVPD def2/J DEFGRID3
* xyz 0 1
S -4.66438 -4.12947 8.12649
P -4.70361 4.24528 3.89846
P -0.59223 -0.51664 -0.47463
P 2.14552 1.78143 14.17505
P 3.19776 7.95641 -3.25994
P -4.17794 5.65886 -9.41686
P 4.93206 -0.38458 -10.35644
P 4.72460 -1.99963 7.58382
O 0.90421 2.61842 14.77351
O 3.23952 9.26122 -4.19328
O -0.55440 0.58122 0.72869
O -4.11252 4.53293 -8.40598
O -4.14959 3.07959 2.91597
O 3.47019 -2.66006 6.77751
O -4.83703 5.58431 2.94652
O 3.51640 6.83162 -4.42048
O 6.02100 -1.26643 -9.52207
O -1.48574 0.29009 -1.55599
O 2.19961 0.33516 14.58198
O -3.47067 -3.47304 8.68293
O -6.03481 -4.02224 8.67293
O -5.88168 3.95595 4.72272
O 4.65878 -2.08972 9.07611
O 3.97296 -1.23414 -11.05733
O -3.86890 7.19248 -8.90504
O -5.64031 5.72950 -10.10679
O -3.15902 5.37230 -10.67313
O 2.06853 2.13479 12.61499
O 4.40639 0.74077 -9.29564
O 1.93231 7.68384 -2.49228
O 3.49752 2.59314 14.65926
O -1.47713 -1.76667 0.11851
O 5.83707 0.44700 -11.43349
O -3.38458 4.53681 4.87289
O 6.04240 -2.75052 6.94971
O 4.64249 7.99568 -2.39404
O 4.87002 -0.46215 7.04963
O 0.73810 -0.88199 -0.99439
N -1.75879 -5.35534 -8.45610
N -0.62589 -10.51094 2.40381
N 4.67591 -4.60671 -3.84711
N -10.31246 -3.58629 3.06121
N -6.72293 -0.22979 -5.07322
N 9.36581 0.01088 0.46726
C -8.37755 -0.48310 -3.49819
C 5.53715 -5.18316 -2.95229
C 0.85626 4.08705 14.98959
C 0.67740 -10.64108 2.77643
C -7.94011 -1.79185 -3.98859
C 7.00290 -2.05967 -10.16321
C -0.74925 -9.43141 1.54567
C -5.04451 2.30643 2.11067
C -9.98775 -5.71885 2.53651
C -4.83168 -3.57950 6.38476
C -2.61858 -3.32328 -8.82187
C 0.24605 0.43743 1.89208
C 6.06397 -3.00168 5.59650
C -2.52791 -5.43056 -9.56839
C -10.90468 -5.65337 3.61149
C -7.74249 0.38312 -4.34405
C 6.20222 -5.74733 -4.99346
C -3.39810 5.56420 5.85632
C 1.05911 1.72935 11.84417
C 4.77119 2.05964 14.39635
C -1.78000 5.04633 -10.44860
C 0.51002 -8.84102 1.43124
C 5.35568 1.57466 -12.13595
C -4.10381 -4.72680 5.59838
C 2.54545 10.39814 -3.71535
C 8.09897 -0.23061 -0.00466
C 7.94540 1.29615 1.68475
C -6.87474 -1.55050 -4.88308
C -1.23800 1.55256 -2.13296
C -2.78101 7.45705 -8.03250
C 1.44124 -9.64399 2.13724
C -10.92617 -4.34375 3.98437
C -2.27433 -2.50760 -0.79482
C -9.59865 -4.39990 2.29105
C 5.74798 0.43273 7.80839
C 4.76578 6.81553 -5.10779
C -3.17746 -4.19166 -9.74660
C 7.27469 0.62045 0.74581
C -4.26978 -5.90500 7.81508
C -3.76407 6.02047 2.05864
C 4.96739 6.89507 -1.55378
C 3.12611 -3.98677 6.96737
C -1.77214 -4.05491 -8.02767
C 5.01911 -5.07879 -5.11718
C 6.60200 -5.71395 -3.65477
C -6.06446 6.90835 -10.78185
C 9.25612 0.86333 1.58563
C -4.41153 -6.10465 6.29310
C 3.78706 0.23928 -8.08356
H -2.56678 -6.42884 -9.97868
H 0.18921 2.38603 11.85724
H -3.11491 6.79107 2.47441
H 1.47170 10.25974 -3.84194
H -1.48601 4.05868 -10.80385
H -1.23508 1.54959 -3.22295
H -11.48888 -3.80790 4.73445
H 4.48602 6.97785 -6.14870
H -3.06550 5.16774 6.81564
H 7.66026 2.10251 2.34420
H 6.63361 0.73885 7.25155
H 4.76671 1.12635 13.83325
H 3.66882 -0.84314 -8.03392
H 6.98691 -2.65719 5.13002
H 4.44118 5.99324 -1.86668
H -5.90388 -3.71108 6.23924
H -1.16349 -3.81436 -7.16856
H -8.31591 -2.77177 -3.73372
H -5.01270 2.77201 1.12561
H 3.97005 -3.91706 -3.63205
H 2.06778 -3.82403 7.17118
H -11.44343 -6.47499 4.05990
H -7.84596 1.45669 -4.40015
H -8.90684 -4.11562 1.51195
H 6.24634 0.93076 0.63362
H -9.06864 -0.18506 -2.72361
H 2.67488 10.58810 -2.64986
H 5.97059 2.41386 -11.81079
H -0.36475 2.08889 -1.76162
H -1.38886 -11.07564 2.74891
H 6.04338 -4.08042 5.44157
H -3.02109 7.98499 -7.10960
H 1.01495 -11.36514 3.50320
H 5.33641 -4.98070 -1.91060
H 5.23130 1.36093 8.05246
H 2.51305 -9.52741 2.20077
H -2.02428 8.08751 -8.49938
H 10.10225 1.12301 2.20452
H -6.69451 7.46958 -10.09182
H -3.22556 -6.07286 8.07872
H 7.94568 -1.95053 -9.62717
H -1.33192 -6.17468 -8.04801
H -1.86298 -3.50807 -0.92874
H 6.14638 -0.05229 8.69953
H 5.50626 1.43333 -13.20621
H 3.61772 -4.41409 7.84134
H 5.35730 1.90048 15.30147
H 0.81630 -0.49008 1.84076
H -5.40278 -6.37122 5.92640
H 3.35432 -4.63211 6.11909
H -4.26922 6.35384 1.15211
H -4.35184 -4.82765 4.54178
H 0.67104 0.74991 12.12380
H 0.97641 1.23234 2.04298
H 0.66520 -7.94659 0.84615
H 7.49827 -6.09011 -3.18403
H 6.72804 -6.19327 -5.82476
H 1.43791 4.66875 14.27446
H 10.19964 -0.46821 0.15856
H -1.50377 5.04799 -9.39417
H -2.14516 2.01556 -1.74465
H 5.34994 2.68897 13.72025
H -3.89983 -3.90133 -10.49515
H -3.06183 5.20676 1.87744
H -2.76016 6.38091 5.51851
H -2.31415 -2.07074 -1.79265
H 4.39375 -4.87797 -5.97448
H -4.94935 -6.50973 8.41557
H -5.27354 7.49021 -11.25510
H -6.69262 6.55710 -11.60049
H 2.70197 11.27597 -4.34227
H -6.13293 0.27184 -5.72158
H 4.30054 0.66149 -7.21974
H -4.51063 -2.54041 6.31175
H -3.25362 -2.78105 -0.40199
H -1.71603 -9.17876 1.13593
H -0.39222 0.32529 2.76852
H -10.39147 -2.57939 3.06405
H -1.17598 5.83709 -10.89353
H -4.43502 5.86265 6.01058
H 7.86538 -0.90345 -0.81653
H -6.08100 2.33152 2.44708
H 6.59137 -3.05139 -10.35100
H 1.12879 4.29460 16.02435
H -9.64958 -6.64072 2.08684
H 5.21204 -2.71672 4.97915
H 2.75567 0.58905 -8.03900
H 5.38373 7.64742 -4.76986
H 7.16515 -1.62925 -11.15139
H 5.29869 5.87158 -4.99356
H -6.29888 -2.22413 -5.50034
H 4.29963 1.71128 -11.90315
H -2.27281 6.58898 -7.61265
H 1.44614 1.67182 10.82684
H 4.51384 7.13951 -0.59323
H -4.71008 1.27317 2.01784
H -3.70983 -6.88223 5.99126
H -3.02584 -4.57756 5.65997
H -2.87214 -2.28073 -8.69854
H 6.02077 6.64091 -1.43594
H -0.18404 4.38352 14.85544
*
```

Output
Gap between HOMO and LUMO = 8.103 eV

# 2
# C49H107N5O9

A cluster of 7 separate species, C49H107N5O9 in total at a distorted geometry (ωB97M-V with the def2-TZVPD basis set, the OMol25 dataset).

```
! RIJCOSX wB97M-V def2-TZVPD def2/J DEFGRID3
* xyz 0 1
O 3.70462 0.77055 0.14450
O 0.20710 -3.11253 -0.76479
O -2.00800 5.40586 1.78937
O -4.82994 0.05651 4.55255
O 3.77591 2.83848 -5.37678
O 2.96823 -0.34003 -4.89805
O 0.46831 -0.37842 -0.67908
O 3.62828 1.48052 -2.79684
O -1.36113 0.62700 1.60275
N 2.13955 -1.10117 -5.71305
N -2.27875 4.56124 0.59630
N 4.36671 1.60808 0.99111
N -0.85811 -3.80116 -0.09548
N -4.24436 -0.80193 5.47113
C 0.55944 0.85799 -5.89647
C -1.49005 5.15978 -0.53988
C 2.27053 2.56043 1.69344
C 3.09610 0.50300 2.84966
C 0.66901 -1.58442 -3.80433
C 3.54588 1.82971 2.17998
C -0.21187 -4.52689 1.03837
C -2.04215 0.44812 5.26494
C -3.58948 0.97477 6.97224
C -3.15415 -2.00517 3.52742
C 5.81731 -0.42467 1.60977
C -2.68440 -5.29644 -0.49033
C 4.38177 2.69185 3.12156
C 0.38135 -1.09973 -7.53367
C -4.75530 5.31687 0.81052
C 4.84340 2.14428 -3.30253
C -1.73246 0.26627 0.30585
C 0.40446 -3.48643 1.96475
C -2.22696 -2.50519 6.48218
C -0.63998 0.47666 -0.74777
C 1.45298 -2.12756 -4.96853
C 0.93129 -5.50726 0.54472
C 2.45146 0.41035 -7.60546
C -2.35615 -3.19643 -1.85047
C 5.80377 0.99267 1.10049
C -3.07075 -0.15872 6.19629
C 0.52093 -2.89991 -5.93380
C -5.47655 -2.66208 4.43162
C 0.02545 5.03647 -0.25406
C -1.92138 6.64537 -0.71013
C -1.82586 4.37854 -1.82498
C -4.05343 -2.10932 4.80802
C -0.80577 -5.23044 -2.16103
C 2.63114 -2.99857 -4.39542
C -3.41362 -3.07338 5.80027
C 5.76206 2.17793 3.46287
C -0.40039 -2.06179 -6.77140
C -2.13229 -6.13995 0.59828
C -3.75426 4.26401 0.56107
C -3.96791 3.51002 -0.80052
C -1.68132 -4.42686 -1.12854
C -2.52705 -1.19814 7.17860
C 1.40397 -0.20346 -6.60575
C 6.46327 1.93670 2.13964
C 4.43274 3.28158 -4.17026
C -1.29601 -5.37648 1.62604
C -3.85230 3.23040 1.70280
C 6.43721 1.12302 -0.21229
C -3.35273 4.27908 -1.95088
H -3.66383 3.91249 -2.95033
H 1.73212 1.89689 1.00672
H 0.27499 3.96262 0.00174
H -3.27507 -1.37920 7.98538
H -0.43153 -2.82517 2.25349
H -3.92036 5.18609 -2.02286
H 0.05535 -4.63573 -2.58303
H 0.03727 -3.61649 -5.31983
H 0.29640 -0.62100 -3.99821
H -5.06778 3.42435 -1.00556
H -2.92099 6.67022 -1.15597
H -4.75972 2.59680 1.49650
H -1.75833 -3.25718 7.20703
H -3.37472 1.89894 6.42780
H 1.29702 -1.51767 -2.87325
H 2.57899 3.45938 1.16573
H -1.12260 -1.52049 -6.18753
H -3.97463 3.71444 2.70109
H -0.24236 1.48332 -0.74219
H -3.00743 0.96640 7.95290
H -3.19544 -5.88607 -1.24863
H 4.48846 3.63190 2.57961
H 7.50513 1.30397 -0.12735
H 3.81549 4.07835 -3.73574
H -1.37332 3.40391 -1.82170
H 3.05972 -0.46705 -7.93726
H -0.04835 -2.16811 -0.72876
H 2.34518 0.76720 3.63169
H 1.12930 1.35060 -5.12071
H -0.21206 -2.19087 -3.74200
H -2.01212 -4.73032 2.15656
H -2.60780 1.00376 4.51818
H -5.42693 -3.73488 4.25390
H -3.52959 -4.67791 -0.10521
H 6.23355 0.17824 -0.80388
H 1.36264 -5.95948 1.41842
H 3.82852 -0.35674 -5.28192
H -2.66500 0.72800 0.04958
H -0.35850 0.42476 -5.47506
H 6.81790 -0.86751 1.43586
H 5.75054 1.32093 4.12238
H 5.01530 -1.09942 1.15409
H 0.70539 -6.36488 -0.06490
H -1.38128 1.19245 5.78185
H -0.98022 -6.16358 2.33949
H 5.29577 3.83044 -4.49376
H -1.52181 -0.27896 4.71797
H 2.88881 -3.78115 -5.10022
H -1.49695 4.87579 -2.71805
H 7.44020 1.46775 2.28637
H -5.64598 4.80332 1.15906
H -5.98361 -2.13530 3.60983
H -1.49011 -2.18572 5.75496
H -5.75181 0.12186 4.94254
H 3.58009 0.60641 -3.16659
H 5.68647 -0.28811 2.70336
H 2.87626 2.63403 -5.18856
H 1.63591 2.78535 2.59680
H 0.51254 5.74554 0.43214
H 1.99981 0.96598 -8.46990
H 0.20372 1.67019 -6.62412
H 2.64945 -0.08757 2.08527
H -1.67628 -2.59708 -2.44646
H 0.86599 -3.99821 2.81244
H -1.54674 -6.95928 0.16736
H 6.16785 3.04367 4.06275
H -3.31803 -4.05592 5.32990
H 6.68430 2.89887 1.73370
H 1.65794 -4.87689 0.04680
H -4.62315 0.86798 7.18516
H 3.80160 3.03891 3.96935
H -1.35952 -5.55997 -3.05476
H -0.95609 -2.66606 -7.46181
H 0.67411 5.32931 -1.11720
H -4.47094 5.93759 1.71193
H 3.55982 1.26103 -0.73014
H 5.46462 1.48539 -3.94989
H -1.62563 -0.77267 7.64942
H -1.95600 7.21045 0.17344
H -6.17564 -2.52147 5.29404
H 2.18586 -3.44307 -3.46385
H -4.96197 6.00771 0.02422
H 5.42654 2.55527 -2.47503
H -2.91729 -6.64982 1.14216
H 3.50093 -2.32143 -4.15072
H -2.97903 2.56408 1.75267
H -3.26546 -2.93101 2.97175
H 3.90395 -0.06167 3.29424
H -3.52910 2.49612 -0.86545
H 3.15993 1.06357 -7.08623
H 1.12522 -2.98447 1.33586
H -1.99006 -0.81574 0.23775
H -1.20756 7.11612 -1.35646
H 1.11186 -1.65901 -8.15702
H -3.36619 -1.18187 2.84331
H -3.05948 -3.58438 -2.55342
H 1.16650 -3.46072 -6.68004
H -0.49587 -6.18381 -1.67323
H -1.82627 0.10231 2.23265
H 0.92765 -0.28003 0.12233
H -1.06335 0.43987 -1.71219
H -2.07373 -1.92976 3.80876
H 6.08696 1.96503 -0.76981
H -4.08914 -3.26363 6.64231
H -1.22375 5.00774 2.16401
H -2.93384 -2.56098 -1.21339
H -0.22898 -0.34773 -8.06287
*
```

Output
ΔE to the lowest compared entry with this formula, charge and spin = 189.80 kJ/mol
Gap between HOMO and LUMO = 8.686 eV
SMILES = CC1(C)CCCC(C)(C)N1O.CC1(C)CCCC(C)(C)N1O.CC1(C)CCCC(C)(C)N1O.CC1(C)CCCC(C)(C)N1O.CC1(C)CCCC(C)(C)N1O.OCCO.OCCO

no.,lowest unoccupied orbital energy (eV),E_HOMO (eV)
1,0.0,-8.094
2,0.6,-8.135